[1]
# C11H24N3

A gas-phase ion, C11H24N3 (charge +1) in a non-equilibrium geometry (the ωB97M-V functional and the def2-TZVPD basis, OMol25).

Structure (ORCA input):
```
! wB97M-V def2-TZVPD RIJCOSX def2/J DEFGRID3
* xyz 1 1
C -0.8355 -1.4673 -0.8405
C 0.2979 -1.3551 0.1676
C -0.3156 -1.9781 1.5022
C 1.5072 -2.1479 -0.1466
C -2.7408 0.8453 1.7299
C 1.8551 0.5180 -1.8088
C 1.4376 2.2608 -0.1894
C 2.7119 0.4122 0.7218
C -2.7186 -0.1461 -1.6843
C -1.7964 1.4759 0.7350
C 1.5693 0.8547 -0.3134
N 0.4226 0.1122 0.3198
N -1.0296 0.7265 -0.2598
N -1.5095 -0.3461 -0.8956
H -1.0151 -2.3568 -1.4204
H 0.0344 -3.0017 1.7032
H -1.3315 -1.7469 1.6363
H 0.0785 -1.4630 2.2926
H 1.1111 -3.2339 -0.3395
H 2.2268 -2.2004 0.6483
H 2.0900 -1.7370 -0.9353
H -3.6655 0.1881 1.3880
H -2.0480 0.1271 2.4349
H -3.0930 1.5687 2.3143
H 2.5621 -0.3185 -1.9303
H 0.9957 0.2194 -2.3146
H 2.2963 1.3281 -2.3412
H 1.1362 2.6625 0.6997
H 0.6917 2.5026 -0.8390
H 2.2608 2.7153 -0.5926
H 2.4895 -0.6058 0.9701
H 3.6625 0.3430 0.2247
H 2.8523 1.0856 1.5778
H -3.7265 -0.7718 -1.4514
H -2.3383 -0.3349 -2.7593
H -2.9751 0.9697 -1.6159
H -2.2378 2.3945 0.3262
H -0.9129 1.9013 1.2854
*
```

Computed properties:
Structure (SMILES)   CCN1N(C(C)(C)C)C(C)(C)C=[N+]1C
Relative energy (zero: lowest compared OMol25 entry of this formula, charge and spin)   337.22 kJ/mol
HOMO energy (spin up / spin down)   -12.68 / -12.68 eV
Lowest unoccupied orbital energy (spin up / spin down)   -3.844 / -3.843 eV
Gap between HOMO and LUMO (spin up / spin down)   0.3249 / 0.3249 Eh

[2]
# C5H11O2

2 unconnected molecules or ions with the total composition C5H11O2 in a non-equilibrium geometry (the ωB97M-V functional and the def2-TZVPD basis, OMol25).

Structure (ORCA input):
```
! wB97M-V def2-TZVPD RIJCOSX def2/J DEFGRID3
* xyz -1 1
C -0.2056 -2.3216 0.0163
C 0.7452 -1.5218 0.8490
C -0.3475 -2.0904 -1.6158
O 0.7357 -2.0977 -2.2259
O -1.5021 -1.8992 -1.9004
H 0.0572 -3.4174 -0.0206
H -1.1985 -2.3908 0.3177
H 1.7127 -1.2918 0.4303
H 0.9840 -2.1966 1.6362
H 0.2001 -0.6674 1.2045
C 0.2812 1.8066 0.0182
C -0.5138 3.1339 0.3567
H -0.4754 1.1638 -0.2405
H 0.8442 1.9347 -0.8110
H 0.8656 1.5086 0.8137
H -0.1147 3.5933 1.3230
H -1.5902 3.0121 0.3871
H -0.4780 3.7420 -0.5385
*
```

Computed properties:
Relative energy (zero: lowest compared OMol25 entry of this formula, charge and spin)   148.90 kJ/mol
HOMO energy   -3.29 eV
Lowest unoccupied orbital energy   3.602 eV
Gap between HOMO and LUMO   0.2534 Eh

[3]
# C5H10N

A gas-phase ion, C5H10N (charge +1) in a non-equilibrium geometry (the ωB97M-V functional and the def2-TZVPD basis, OMol25).

Structure (ORCA input):
```
! wB97M-V def2-TZVPD RIJCOSX def2/J DEFGRID3
* xyz 1 1
C -0.8193 0.5111 -0.4675
C 0.0862 1.0808 0.6613
C 0.5139 -0.1022 -0.0512
C -2.0719 -0.0951 0.0449
C 1.1193 -1.4428 -0.0257
N 1.3779 1.1736 -0.2300
H -0.9297 1.0460 -1.3949
H -0.0455 1.5388 1.6432
H -2.9017 0.4426 -0.2453
H -1.9577 -0.1965 1.2077
H -2.0468 -1.0433 -0.3508
H 0.3565 -2.2187 0.2365
H 1.9382 -1.7595 0.8101
H 1.6148 -1.5567 -0.9613
H 1.5086 1.6727 -1.1225
H 2.2573 0.9491 0.2455
*
```

Computed properties:
Structure (SMILES)   C[C@H]1[C@@H]2[NH2+][C@]12C
Relative energy (zero: lowest compared OMol25 entry of this formula, charge and spin)   268.22 kJ/mol
HOMO energy   -15.53 eV
Lowest unoccupied orbital energy   -3.203 eV
Gap between HOMO and LUMO   0.4531 Eh

[4]
# C3H4N2

A single C3H4N2 molecule (the ωB97M-V functional and the def2-TZVPD basis, OMol25).

Structure (ORCA input):
```
! wB97M-V def2-TZVPD RIJCOSX def2/J DEFGRID3
* xyz 0 1
N 3.0861 -0.3966 -0.0061
C 2.1295 0.1676 0.3439
C 0.8602 0.7691 0.1150
C -1.2739 0.0264 -0.3707
N -0.1779 0.1209 0.5888
H -0.9922 0.6997 -1.1815
H -2.2726 0.2607 -0.0100
H -1.2486 -1.0012 -0.7398
H -0.1106 -0.6466 1.2603
*
```

Computed properties:
Relative energy (zero: lowest compared OMol25 entry of this formula, charge and spin)   291.76 kJ/mol
HOMO energy   -9.10 eV
Lowest unoccupied orbital energy   -0.187 eV
Gap between HOMO and LUMO   0.3275 Eh

[5]
# C2H5PS

A molecular structure, C2H5PS in a non-equilibrium geometry (the ωB97M-V functional and the def2-TZVPD basis, OMol25).

Structure (ORCA input):
```
! wB97M-V def2-TZVPD RIJCOSX def2/J DEFGRID3
* xyz 0 1
C 1.7244 0.2296 -0.3780
C 1.2452 -0.4029 0.6498
P -1.8388 0.4232 -0.2752
S -0.9500 -1.1978 0.3630
H 2.7979 0.6333 -0.5559
H 1.0538 0.7280 -1.1238
H 1.4595 -0.8722 1.5907
H -2.8859 0.0323 -1.1954
H -2.6062 0.4265 0.9249
*
```

Computed properties:
Relative energy (zero: lowest compared OMol25 entry of this formula, charge and spin)   205.90 kJ/mol
HOMO energy   -8.57 eV
Lowest unoccupied orbital energy   -0.077 eV
Gap between HOMO and LUMO   0.3120 Eh

[6]
# C2H4NP

2 unconnected molecules or ions with the total composition C2H4NP in a non-equilibrium geometry (the ωB97M-V functional and the def2-TZVPD basis, OMol25).

Structure (ORCA input):
```
! wB97M-V def2-TZVPD RIJCOSX def2/J DEFGRID3
* xyz 0 1
C 0.9498 -0.1795 0.1636
C -0.4351 0.0055 -0.2607
N -0.8655 1.1744 0.0328
P 3.8240 0.2762 -0.0076
H 1.4804 0.6367 0.7162
H 1.1716 -1.2458 0.2144
H -1.0165 -0.9058 -0.4451
H -1.7949 1.2138 -0.3557
*
```

Computed properties:
Relative energy (zero: lowest compared OMol25 entry of this formula, charge and spin)   578.72 kJ/mol
HOMO energy (spin up / spin down)   -7.80 / -7.80 eV
Lowest unoccupied orbital energy (spin up / spin down)   -2.021 / -1.991 eV
Gap between HOMO and LUMO (spin up / spin down)   0.2123 / 0.2135 Eh

[7]
# C2H10Br2O3

A molecular structure, C2H10Br2O3 in a non-equilibrium geometry (the ωB97M-V functional and the def2-TZVPD basis, OMol25).

Structure (ORCA input):
```
! wB97M-V def2-TZVPD RIJCOSX def2/J DEFGRID3
* xyz 0 1
Br -30.1920 13.0578 -12.5837
C -30.3700 11.8623 -14.1263
C -30.2700 12.6260 -15.3922
Br -31.9084 13.6844 -15.7272
H -31.3145 11.3199 -14.0835
H -29.5175 11.1846 -14.0801
H -30.2542 11.9685 -16.2614
H -29.4910 13.3873 -15.4329
O -28.4716 9.1137 -14.4496
H -28.5762 8.7699 -13.5624
H -29.3618 9.1502 -14.7994
O -29.4798 10.6842 -16.8774
H -29.3235 9.7862 -17.1695
H -28.7373 10.8838 -16.3072
O -28.0312 10.8553 -15.4503
H -27.8950 10.1335 -14.8366
H -27.1686 11.2605 -15.5396
*
```

Computed properties:
HOMO energy   -9.33 eV
Lowest unoccupied orbital energy   -0.140 eV
Gap between HOMO and LUMO   0.3377 Eh

[8]
# C22H36CoN2O6PS

A molecular structure, C22H36CoN2O6PS (the ωB97M-V functional and the def2-TZVPD basis, OMol25).

Structure (ORCA input):
```
! wB97M-V def2-TZVPD RIJCOSX def2/J DEFGRID3
* xyz 0 5
Co -0.3668 0.9100 -1.0150
C -4.5061 1.2196 -0.2494
C -3.0235 1.2943 -0.0234
O -2.2987 1.3223 -1.0455
C -2.5766 1.3307 1.3384
C -1.2775 1.4347 1.8019
C -0.9721 1.4699 3.2693
N -0.2821 1.5041 0.9069
N 0.9449 1.6667 1.3416
C 1.7981 1.7298 0.2849
O 1.4211 1.7432 -0.9235
C 3.2366 1.8116 0.6031
C 4.1651 1.7526 -0.4358
C 5.5212 1.7890 -0.1570
C 5.9560 1.8849 1.1598
C 5.0326 1.9448 2.1958
C 3.6755 1.9063 1.9224
H -4.7144 1.2014 -1.3156
H -4.9982 2.0803 0.2090
H -4.9048 0.3172 0.2186
H -3.3544 1.2971 2.0892
H -1.8853 1.4646 3.8601
H -0.3826 2.3557 3.5086
H -0.3658 0.6008 3.5319
H 3.8030 1.6662 -1.4512
H 6.2384 1.7365 -0.9668
H 7.0162 1.9060 1.3798
H 5.3742 2.0198 3.2212
H 2.9494 1.9453 2.7235
C -1.2393 5.2500 -1.9948
S -1.0471 4.3268 -0.4491
C 0.3492 5.1954 0.3020
H -0.2582 5.4874 -2.4040
H -1.8103 6.1647 -1.8438
H -1.7691 4.6021 -2.6913
H 0.0226 6.0979 0.8154
H 1.0795 5.4452 -0.4661
H 0.8062 4.5123 1.0182
C 0.1467 -3.3364 2.9198
C 0.7738 -3.2354 1.5401
C 1.7754 -2.0859 1.4907
C 1.4417 -4.5499 1.1482
O -0.3492 -2.9992 0.6539
P -0.2065 -2.4457 -0.8368
O 0.8435 -3.0999 -1.6373
O -0.0905 -0.9243 -0.7336
O -1.7107 -2.7811 -1.2852
C -2.1699 -2.8088 -2.6586
C -1.6502 -1.6254 -3.4724
C -1.7260 -4.1222 -3.2933
C -3.6835 -2.7412 -2.5490
H 0.9223 -3.4845 3.6740
H -0.5470 -4.1783 2.9558
H -0.4078 -2.4238 3.1514
H 2.6110 -2.3013 2.1586
H 1.3071 -1.1469 1.7968
H 2.1685 -1.9599 0.4786
H 2.2639 -4.7660 1.8334
H 1.8264 -4.4840 0.1296
H 0.7165 -5.3650 1.1955
H -0.5605 -1.6579 -3.5489
H -1.9529 -0.6828 -3.0109
H -2.0717 -1.6705 -4.4775
H -0.6370 -4.1836 -3.2975
H -2.0989 -4.1887 -4.3176
H -2.1183 -4.9628 -2.7180
H -3.9877 -1.8016 -2.0807
H -4.0501 -3.5675 -1.9377
H -4.1352 -2.8069 -3.5407
*
```

Computed properties:
HOMO energy (spin up / spin down)   -7.97 / -8.76 eV
Lowest unoccupied orbital energy (spin up / spin down)   -0.180 / -2.037 eV
Gap between HOMO and LUMO (spin up / spin down)   0.2863 / 0.2469 Eh

What are the DFT total energy values for these records? In order: -597.3536, -347.5930, -250.9031, -226.1141, -818.6195, -474.4533, -5455.8216, -3543.3172 Ha.